1.
{"formula": "C10H11N4", "method": "wB97M-V/def2-TZVPD", "homo_lumo_gap_ev": [6.2690, 6.2685], "smiles": "NCc1ccccc1/C=[N+]1/C=CN=N1", "homo_ha": [-0.462, -0.462], "multiplicity": 1, "relative_energy_kcal_mol": 64.2, "charge": 1, "symbols": ["N", "C", "C", "C", "C", "C", "C", "C", "C", "N", "C", "C", "N", "N", "H", "H", "H", "H", "H", "H", "H", "H", "H", "H", "H"], "xyz": [[2.35882, 2.01038, -0.58271], [1.90374, 1.40681, 0.65705], [1.43321, -0.02132, 0.36373], [2.42037, -1.00222, 0.17445], [2.24071, -2.35172, 0.02580], [0.93852, -2.76699, -0.28192], [-0.03334, -1.80483, -0.35069], [0.11576, -0.44092, 0.05155], [-0.89575, 0.54397, 0.04156], [-2.20360, 0.27239, 0.05991], [-3.09314, 1.31715, -0.16067], [-4.32118, 0.70945, -0.12731], [-4.10390, -0.58658, 0.23121], [-2.87515, -0.84842, 0.31521], [3.35931, 2.01663, -0.87245], [1.56516, 2.01537, -1.25249], [1.12077, 2.21671, 0.92441], [2.67138, 1.31580, 1.33956], [3.40805, -0.49673, 0.43727], [3.00574, -2.99243, 0.23152], [0.74748, -3.74877, -0.44122], [-1.08529, -2.02003, -0.47907], [-0.68555, 1.67409, 0.09552], [-2.70262, 2.39706, -0.30814], [-5.28951, 1.18515, -0.09210]], "atomic_forces_ev_per_a": [[0.13, 0.00, -0.70], [-2.47, 1.30, -2.19], [0.07, -0.36, -1.23], [2.24, 3.03, 2.12], [-2.44, 2.13, -0.31], [0.48, 3.00, 0.29], [-1.96, 0.02, 0.95], [0.89, 0.96, -0.16], [0.86, -0.46, 0.77], [0.28, 3.36, -0.70], [-0.60, 1.64, -0.55], [1.21, 1.89, 0.78], [-0.66, -1.03, -0.05], [0.03, -2.01, 0.21], [-1.70, -0.33, 0.07], [1.86, 0.14, 0.11], [0.86, -2.05, 0.80], [1.49, 0.37, 1.72], [-0.80, -1.59, -0.56], [2.02, -1.78, 0.06], [-0.82, -2.77, -0.54], [0.15, -0.79, -0.54], [-0.11, -2.11, -0.14], [-1.01, -2.22, 0.20], [-0.02, -0.33, -0.38]]}

2.
{"formula": "C10H11N4O3P", "method": "wB97M-V/def2-TZVPD", "homo_lumo_gap_ev": 8.0231, "smiles": "Cc1ccccc1Cc1nnc(P(=O)(O)O)nn1", "homo_ha": -0.351, "multiplicity": 1, "relative_energy_kcal_mol": 0.0, "symbols": ["C", "C", "C", "C", "C", "C", "C", "C", "C", "N", "N", "C", "P", "O", "O", "O", "N", "N", "H", "H", "H", "H", "H", "H", "H", "H", "H", "H", "H"], "xyz": [[2.97457, -1.39570, 1.31394], [2.63002, -0.48940, 0.15102], [3.46266, 0.56045, -0.17286], [3.15345, 1.41283, -1.19346], [2.00388, 1.24526, -1.91592], [1.18072, 0.18757, -1.62589], [1.49150, -0.67147, -0.59774], [0.47974, -1.79895, -0.33780], [-0.83211, -1.12935, -0.00411], [-1.84782, -1.35822, -0.83966], [-2.97815, -0.72822, -0.56862], [-2.95783, 0.04846, 0.50418], [-4.52365, 0.96046, 0.87014], [-5.55396, 0.04688, 1.32884], [-4.17711, 2.13953, 1.87778], [-4.93376, 1.64013, -0.51744], [-1.96038, 0.24987, 1.36110], [-0.83138, -0.37420, 1.09424], [3.67200, -0.85444, 1.95768], [3.47744, -2.30280, 0.97125], [2.09980, -1.62236, 1.92287], [4.38275, 0.76880, 0.36204], [3.81867, 2.23927, -1.41652], [1.71093, 1.91697, -2.71419], [0.27635, 0.01779, -2.20263], [0.80048, -2.45739, 0.46549], [0.39314, -2.32902, -1.28545], [-3.25604, 2.07977, 2.17939], [-4.15591, 1.99745, -0.96766]], "atomic_forces_ev_per_a": [[0.27, 0.61, -0.04], [0.31, -0.64, 0.92], [0.67, 0.21, 0.28], [0.55, 1.01, -0.39], [-0.67, 0.29, -0.84], [-0.35, 0.04, -0.34], [-0.82, -1.00, 0.21], [0.39, 1.04, -0.34], [0.98, -1.18, -0.21], [-0.62, 0.49, 0.41], [0.82, -0.26, -0.12], [-1.01, 1.22, 0.47], [-0.80, -0.63, -0.34], [-0.27, -0.19, 0.23], [0.76, -0.15, -0.39], [0.63, 0.03, 0.30], [0.67, -0.38, -0.41], [-0.81, 0.28, 0.14], [0.01, -0.19, 0.02], [-0.20, -0.09, 0.11], [0.06, -0.18, -0.08], [-0.09, -0.31, 0.23], [-0.03, -0.02, -0.01], [0.23, 0.07, 0.02], [0.03, 0.06, -0.02], [-0.11, -0.06, -0.08], [-0.28, -0.33, 0.26], [-0.08, 0.07, 0.17], [-0.23, 0.19, -0.16]]}

3.
{"formula": "C10H11NS2", "method": "wB97M-V/def2-TZVPD", "homo_lumo_gap_ev": [5.2295, 5.2289], "homo_ha": [-0.276, -0.276], "multiplicity": 1, "relative_energy_kcal_mol": 84.2, "symbols": ["C", "C", "C", "C", "C", "C", "C", "C", "C", "C", "N", "S", "S", "H", "H", "H", "H", "H", "H", "H", "H", "H", "H", "H"], "xyz": [[2.85447, -0.80306, -0.74605], [2.44690, -2.10775, -0.75160], [1.96830, 0.09942, -0.29292], [1.26021, -2.53215, -0.32709], [0.66990, -0.20005, 0.16185], [0.26114, -1.58957, 0.20181], [-1.60439, 0.91369, -0.28286], [-0.34686, 0.91204, 0.56224], [-1.85901, 2.09892, -1.26942], [-0.59657, 0.65618, 2.15097], [-2.51254, 0.05409, -0.20166], [-3.97768, -0.24228, -0.50705], [-1.28097, -2.13420, 0.69103], [3.88252, -0.44923, -1.12591], [3.12071, -2.93410, -1.16588], [2.29810, 1.06436, -0.34546], [0.81994, -3.51863, -0.36515], [0.26484, 1.85655, 0.44357], [-1.08654, 2.08658, -2.00103], [-1.83623, 3.10743, -0.73726], [-2.83858, 1.79746, -1.72619], [0.21412, 1.19461, 2.75388], [-0.69444, -0.45042, 2.31250], [-1.42733, 1.12009, 2.56766]], "atomic_forces_ev_per_a": [[2.31, 0.40, -0.75], [3.02, -3.31, -1.66], [-1.89, -0.37, 0.42], [-4.36, 1.14, 1.63], [-1.28, -1.21, 0.06], [2.60, 1.03, -1.20], [0.79, 1.69, -0.23], [2.15, -0.85, 1.76], [-1.18, -0.67, 1.64], [2.19, -0.06, -0.92], [2.11, -0.95, 0.86], [-2.21, -0.54, -0.51], [-0.67, 0.95, -0.32], [-1.80, -0.83, 0.68], [-0.74, 1.37, 0.56], [0.37, 2.78, 0.13], [0.81, -0.41, -0.24], [-1.28, -0.71, -0.06], [0.69, 0.03, -0.66], [-0.31, -1.41, -0.66], [0.85, 1.09, 0.20], [-0.48, -1.31, -1.06], [0.44, 1.33, 0.17], [-2.13, 0.81, 0.16]]}

4.
{"formula": "C10H11NSZr", "method": "wB97M-V/def2-TZVPD", "homo_lumo_gap_ev": [6.1007, 6.1011], "homo_ha": [-0.558, -0.558], "multiplicity": 1, "charge": 2, "symbols": ["Zr", "C", "H", "H", "H", "H", "H", "S", "C", "C", "C", "C", "C", "C", "C", "C", "C", "N", "H", "H", "H", "H", "H", "H"], "xyz": [[-0.35628, 0.80731, 0.54488], [-0.83192, 4.04921, -2.20394], [-1.26570, 3.16081, -1.54830], [-0.62774, 4.71346, -1.37489], [-1.47857, 4.84019, -2.80912], [0.04775, 3.89982, -2.81521], [1.35924, 0.37098, -0.10026], [-2.32297, -2.10496, 0.05827], [-2.96598, -1.14521, -1.26228], [-2.02296, -0.23942, -1.82353], [-0.73108, -0.24154, -1.15758], [-0.78076, -1.10367, 0.04389], [0.42428, -1.41762, 0.75962], [0.75112, -2.57396, 1.43988], [1.89548, -2.53044, 2.28240], [2.72269, -1.38958, 2.44269], [2.42087, -0.24915, 1.74053], [1.29028, -0.33458, 0.99098], [-3.94062, -1.44319, -1.68779], [-2.35241, 0.50274, -2.62168], [0.07338, -3.43853, 1.38237], [2.15015, -3.44507, 2.83793], [3.62869, -1.40635, 3.08462], [2.91305, 0.71876, 1.79653]], "atomic_forces_ev_per_a": [[0.15, 5.14, -0.26], [-1.62, 1.63, 0.85], [0.21, 1.20, -2.31], [0.94, 0.37, 0.25], [0.31, -2.66, 1.07], [0.17, -0.67, 0.29], [0.15, 0.26, -0.55], [0.93, 1.27, -0.66], [2.20, 0.06, -0.80], [-1.43, -0.40, 0.09], [-2.24, 0.44, 1.98], [-2.36, -3.96, -3.51], [1.62, -0.42, 2.05], [0.81, -0.24, 1.40], [-0.60, -0.77, -0.31], [0.66, -0.17, 0.07], [-0.37, -1.43, 0.66], [-0.51, 0.64, -0.95], [0.48, 0.55, 0.48], [0.76, -1.20, 1.07], [0.67, 0.27, -0.02], [-0.08, 0.50, -0.31], [-0.89, -0.12, -0.42], [0.06, -0.30, -0.14]]}

5.
{"formula": "C10H12BrIN5O6Zr", "method": "wB97M-V/def2-TZVPD", "homo_lumo_gap_ev": 7.5214, "homo_ha": -0.434, "multiplicity": 1, "relative_energy_kcal_mol": 32.1, "charge": 1, "symbols": ["Zr", "N", "N", "C", "N", "N", "N", "O", "O", "H", "H", "H", "H", "H", "C", "C", "O", "O", "H", "H", "H", "I", "Br", "C", "C", "C", "C", "C", "C", "C", "O", "O", "H", "H", "H", "H"], "xyz": [[-0.23399, 0.56021, -0.12901], [3.44579, -0.12630, 1.02870], [3.10438, -1.44615, 1.30230], [2.09046, -2.06311, 0.71000], [1.86055, -3.32757, 1.00731], [1.36856, -1.31922, -0.19826], [0.35106, -1.92658, -0.83424], [-0.31743, -1.01824, -1.49841], [0.00074, -3.06388, -0.80195], [4.42377, -0.08289, 0.77767], [3.23317, 0.45521, 1.82866], [3.58346, -1.94478, 2.03802], [2.39057, -3.78632, 1.72956], [1.05568, -3.78776, 0.61675], [-3.56888, 1.29664, -2.17343], [-2.35615, 1.10339, -1.35419], [-1.23829, 1.67285, -1.63808], [-2.33840, 0.35018, -0.32594], [-3.64831, 2.34187, -2.46906], [-4.44834, 0.96625, -1.62998], [-3.46143, 0.70211, -3.08289], [-0.73575, -0.79247, 2.32179], [-1.43275, 3.08419, 1.17118], [-0.02479, 4.28522, 0.68240], [-0.26749, 5.63318, 0.82573], [0.71647, 6.53504, 0.43307], [1.90828, 6.09184, -0.11785], [2.13304, 4.73173, -0.27812], [1.17608, 3.82152, 0.14081], [1.33553, 2.35821, 0.00024], [1.11443, 1.63299, 1.04253], [1.37964, 1.75904, -1.10638], [-1.20716, 5.98196, 1.23196], [0.53441, 7.59584, 0.54969], [2.66013, 6.80560, -0.43004], [3.05346, 4.37264, -0.72343]], "atomic_forces_ev_per_a": [[0.25, -0.14, 0.85], [-0.06, -0.11, -0.12], [0.01, 0.03, 0.09], [-0.13, 0.14, -0.17], [-0.02, 0.03, -0.04], [-0.44, -0.60, -0.10], [0.16, 0.92, -0.29], [0.37, -1.72, -0.13], [0.18, -0.01, -0.23], [0.04, 0.06, 0.02], [0.00, 0.07, 0.01], [0.04, -0.02, 0.07], [0.01, -0.03, 0.00], [-0.04, -0.10, 0.02], [-0.07, 0.08, -0.07], [0.13, 0.10, 0.07], [-0.52, -0.27, -0.28], [-0.69, 0.24, -0.20], [-0.01, -0.03, 0.00], [-0.02, 0.00, 0.00], [0.01, 0.00, -0.01], [-0.07, 0.02, -0.07], [-0.02, 0.20, 0.12], [0.02, -0.04, 0.02], [0.09, 0.16, -0.03], [-0.05, 0.05, 0.01], [0.02, -0.01, -0.01], [0.05, 0.08, -0.04], [0.04, 0.03, 0.00], [0.16, 0.10, 0.09], [0.63, 0.54, 0.28], [-0.03, 0.32, 0.11], [0.02, -0.01, -0.01], [0.01, -0.04, 0.00], [-0.04, -0.05, 0.01], [-0.05, 0.01, 0.02]]}

6.
{"formula": "C10H12BrIO4", "method": "wB97M-V/def2-TZVPD", "homo_lumo_gap_ev": 8.6692, "smiles": "CC[C@H](I)C1=C(Br)C(=O)OC1=O.CC(C)=O", "homo_ha": -0.347, "multiplicity": 1, "relative_energy_kcal_mol": 15.8, "symbols": ["C", "C", "C", "I", "C", "C", "Br", "C", "O", "O", "C", "O", "H", "H", "H", "H", "H", "H", "C", "C", "C", "O", "H", "H", "H", "H", "H", "H"], "xyz": [[4.14772, 0.83114, 1.30259], [3.75875, 2.05620, 0.45966], [2.49845, 2.81343, 0.94685], [2.89717, 3.92622, 2.76912], [1.35216, 1.82989, 1.08236], [0.75179, 1.30731, 0.02642], [1.06840, 1.60336, -1.82080], [-0.29980, 0.33458, 0.58066], [-0.77807, -0.53864, 0.00586], [-0.48401, 0.70611, 1.88446], [0.71353, 1.23121, 2.33706], [1.15015, 1.21182, 3.39426], [4.91340, 0.28318, 0.73345], [3.33159, 0.11728, 1.47433], [4.58755, 1.08920, 2.27264], [3.58983, 1.77274, -0.58656], [4.62574, 2.73210, 0.46074], [2.26572, 3.57578, 0.19844], [-2.94124, -1.95415, -1.67240], [-3.76729, -3.14086, -2.10195], [-5.20576, -3.18003, -1.64428], [-3.29926, -4.02423, -2.78366], [-1.93285, -2.05365, -2.06817], [-3.38221, -1.03372, -2.06016], [-2.88718, -1.91106, -0.58464], [-5.74362, -2.31206, -2.02947], [-5.25016, -3.18949, -0.55392], [-5.68048, -4.08366, -2.02291]], "atomic_forces_ev_per_a": [[0.30, -0.27, -0.43], [0.30, 0.08, 0.64], [0.49, -0.66, 0.35], [-0.06, -0.12, -0.41], [0.85, 1.23, -0.41], [-0.76, -0.53, 0.14], [-0.30, -0.30, 0.98], [2.41, 3.48, -0.43], [-2.08, -2.64, -1.03], [-0.54, -1.55, 1.24], [-0.19, 1.44, -4.78], [0.61, -0.42, 3.72], [-0.14, 0.08, 0.27], [0.04, 0.27, -0.07], [-0.22, 0.12, -0.19], [-0.06, -0.06, 0.25], [-0.35, 0.03, -0.08], [-0.25, -0.13, 0.27], [0.11, -0.22, -0.20], [0.10, -0.08, -0.13], [-0.02, -0.26, -0.14], [-0.06, 0.05, 0.05], [-0.03, -0.01, 0.03], [-0.06, 0.04, 0.18], [-0.10, 0.16, -0.02], [0.01, 0.07, 0.17], [-0.05, 0.18, -0.01], [0.04, 0.02, 0.00]]}

7.
{"formula": "C10H12CaClNP", "method": "wB97M-V/def2-TZVPD", "homo_lumo_gap_ev": [4.3296, 4.5898], "homo_ha": [-0.069, -0.066], "multiplicity": 1, "charge": -1, "symbols": ["C", "C", "C", "C", "C", "Ca", "P", "H", "H", "H", "H", "H", "H", "H", "H", "Cl", "C", "C", "C", "C", "N", "C", "H", "H", "H", "H"], "xyz": [[2.04332, 0.31458, -2.54428], [2.35603, 1.58291, -1.96067], [1.20842, 2.44849, -2.09788], [0.21984, 1.71907, -2.82999], [0.73128, 0.40566, -3.10840], [-0.13946, -1.84602, -0.52557], [2.39142, -2.66823, 0.62955], [2.67318, -0.59659, -2.55272], [3.24831, 1.79006, -1.36318], [1.09131, 3.44719, -1.65613], [0.27804, -0.35529, -3.75694], [-0.77435, 2.07856, -3.09228], [2.68360, -2.76330, 2.02907], [3.81468, -2.45576, 0.30679], [2.47808, -4.08936, 0.45343], [-2.50067, -1.76248, 4.27825], [-2.25131, -0.73097, 2.92699], [-3.05938, 0.37782, 2.72163], [-2.82884, 1.20970, 1.63339], [-1.85517, 0.86567, 0.71367], [-1.18232, -0.30805, 0.83821], [-1.25436, -1.04518, 1.99362], [-3.86541, 0.58614, 3.42052], [-3.40908, 2.11635, 1.49111], [-1.58337, 1.52539, -0.11658], [-0.51379, -1.84636, 2.16838]], "atomic_forces_ev_per_a": [[-0.16, 0.34, 0.28], [-1.00, -0.26, 0.31], [0.32, -1.37, -0.41], [0.70, -0.30, 0.44], [-0.07, 0.31, 0.43], [-0.49, 1.12, -0.67], [1.91, -0.84, 0.51], [-0.24, 0.76, -0.17], [-0.27, 0.03, -0.30], [0.11, -0.49, -0.35], [0.08, 0.37, 0.28], [0.26, -0.05, -0.04], [-0.34, 0.13, -0.30], [-0.98, 0.00, 0.02], [-0.06, 0.58, -0.01], [-0.02, -0.28, 0.61], [1.04, -0.11, -1.54], [-1.08, -0.82, 1.77], [1.14, 0.77, -1.98], [-1.05, 0.60, 0.95], [1.60, -0.40, -1.49], [-1.12, 0.08, 1.54], [0.16, -0.06, -0.07], [0.15, -0.04, 0.07], [-0.14, -0.43, 0.13], [-0.47, 0.33, -0.01]]}

8.
{"formula": "C10H12Cl15FO5", "method": "wB97M-V/def2-TZVPD", "homo_lumo_gap_ev": 10.9150, "smiles": "CCO[C@@H]1OC(=O)O[C@]1(O)F.ClC(Cl)Cl.ClC(Cl)Cl.ClC(Cl)Cl.ClC(Cl)Cl.ClC(Cl)Cl", "homo_ha": -0.396, "multiplicity": 1, "symbols": ["C", "C", "O", "C", "O", "C", "O", "O", "C", "O", "F", "H", "H", "H", "H", "H", "H", "H", "Cl", "C", "Cl", "Cl", "H", "Cl", "C", "Cl", "Cl", "H", "Cl", "C", "Cl", "Cl", "H", "Cl", "C", "Cl", "Cl", "H", "Cl", "C", "Cl", "Cl", "H"], "xyz": [[2.46982, -1.11821, -0.50968], [1.39079, -1.44249, 0.50200], [0.23172, -0.61338, 0.41992], [-0.49457, -0.79638, -0.69984], [-1.15534, 0.44652, -1.01808], [-1.94626, 0.07588, -2.06022], [-2.22628, 0.73506, -3.02848], [-2.37194, -1.21465, -1.84355], [-1.74752, -1.68114, -0.64380], [-1.49398, -3.01168, -0.64278], [-2.58806, -1.37363, 0.33435], [2.94135, -0.16696, -0.30077], [3.24418, -1.87398, -0.43981], [2.12292, -1.15172, -1.53504], [1.13418, -2.50801, 0.49456], [1.80801, -1.26127, 1.48390], [0.02898, -1.07706, -1.61831], [-1.03303, -3.22490, -1.45823], [2.46982, -6.95224, -1.05921], [2.78569, -5.99766, 0.39030], [4.51720, -5.76602, 0.62862], [1.95987, -4.43068, 0.30119], [2.39513, -6.53634, 1.23975], [-2.34215, 4.27752, -2.49183], [-0.71606, 3.62253, -2.35294], [0.38347, 4.41911, -3.48641], [-0.11327, 3.78217, -0.69978], [-0.75599, 2.57081, -2.59941], [1.55976, -5.84204, 3.62135], [-0.03886, -6.32796, 4.20021], [-1.21536, -5.04939, 3.91354], [-0.54404, -7.83251, 3.43148], [0.02834, -6.49702, 5.26611], [2.94451, 8.30367, -0.93141], [2.40178, 6.71652, -0.38359], [3.66754, 5.50899, -0.61370], [1.89329, 6.77580, 1.30545], [1.54765, 6.42515, -0.98150], [-4.83685, 7.18272, -0.49164], [-4.62244, 6.07844, 0.86940], [-5.99447, 4.97553, 0.99927], [-3.11247, 5.18445, 0.71304], [-4.57704, 6.66648, 1.77558]], "atomic_forces_ev_per_a": [[0.00, -0.24, 0.02], [0.61, -0.13, 0.25], [0.12, -0.19, -0.02], [-1.13, 0.67, 0.56], [0.34, 0.32, -1.12], [-0.80, 0.53, -0.74], [0.36, -0.90, 1.58], [0.08, 0.09, -0.69], [0.45, 0.50, -0.75], [-0.50, -0.14, 0.10], [0.12, -0.33, 0.86], [-0.10, 0.31, -0.06], [0.16, -0.19, 0.09], [-0.09, 0.14, -0.24], [-0.47, 0.74, -0.16], [-0.14, 0.10, 0.32], [0.67, -0.31, 0.27], [0.09, -0.24, -0.19], [-0.01, 0.03, 0.05], [0.08, 0.00, -0.29], [-0.04, 0.00, 0.04], [0.29, -0.78, -0.01], [-0.07, -0.01, 0.05], [0.07, -0.05, -0.13], [-0.06, 0.09, -0.03], [0.03, 0.00, 0.01], [0.06, 0.02, 0.06], [-0.04, -0.03, -0.01], [0.04, 0.03, 0.18], [-0.11, 0.01, -0.14], [0.03, -0.01, 0.02], [0.02, 0.00, 0.03], [0.03, 0.00, 0.01], [-0.02, -0.02, 0.00], [0.02, 0.00, 0.02], [-0.03, -0.01, -0.01], [-0.02, -0.02, -0.03], [-0.01, -0.03, 0.00], [0.00, 0.01, 0.02], [0.03, -0.07, -0.06], [0.00, 0.02, 0.02], [-0.04, 0.06, 0.15], [-0.01, 0.02, 0.01]]}